(1)
{"formula": "C24H24BrN5Rh", "method": "ωB97M-V with the def2-TZVPD basis set", "species": ["Rh", "C", "C", "C", "C", "C", "C", "C", "N", "N", "C", "C", "C", "C", "C", "C", "N", "C", "C", "C", "C", "C", "C", "N", "H", "H", "H", "H", "H", "H", "H", "H", "H", "H", "H", "H", "H", "H", "H", "H", "H", "H", "H", "H", "Br", "C", "C", "C", "C", "C", "N", "H", "H", "H", "H"], "positions_angstrom": [[0.02087, 0.09731, -0.33715], [-0.86973, -0.14849, 2.60845], [-0.76263, -1.67699, 2.57895], [-1.14953, -2.39339, 1.31415], [-1.81343, -3.62009, 1.41175], [-2.03543, -4.37269, 0.27575], [-1.60683, -3.88759, -0.95605], [-0.99253, -2.65089, -0.98665], [-0.77953, -1.93399, 0.12155], [0.25197, 0.58391, 1.99955], [0.07747, 2.03671, 2.11695], [-1.03933, 2.57591, 1.26965], [-1.71653, 3.73941, 1.62885], [-2.71263, 4.21591, 0.79475], [-3.02443, 3.51401, -0.36065], [-2.29793, 2.37041, -0.65265], [-1.32823, 1.93171, 0.14235], [1.56327, 0.22181, 2.56705], [2.53227, -0.28009, 1.53865], [3.89767, -0.35299, 1.81025], [4.73447, -0.93639, 0.87755], [4.19317, -1.45549, -0.29305], [2.83297, -1.30749, -0.50645], [2.03977, -0.72579, 0.38565], [-0.96093, 0.14701, 3.66245], [-1.79533, 0.15661, 2.10635], [-1.40243, -2.05989, 3.37375], [0.25197, -2.00989, 2.81645], [-2.11343, -3.97559, 2.38305], [-2.51823, -5.34099, 0.33435], [-1.73723, -4.46179, -1.85935], [-0.64473, -2.24109, -1.93075], [1.00077, 2.52161, 1.77615], [-0.09203, 2.32811, 3.16435], [-1.44993, 4.26291, 2.53525], [-3.24403, 5.12621, 1.04395], [-3.80233, 3.84681, -1.02905], [-2.52113, 1.79741, -1.54085], [1.44677, -0.56869, 3.31275], [2.00837, 1.06831, 3.09585], [4.28167, 0.05901, 2.73225], [5.79767, -0.99879, 1.06025], [4.80697, -1.94629, -1.03435], [2.37917, -1.70069, -1.40935], [1.85247, 1.94381, -1.52975], [0.77357, 1.23011, -2.94475], [1.13557, 1.31361, -4.27215], [0.24407, 0.79221, -5.20225], [-0.94063, 0.21341, -4.76565], [-1.19733, 0.14941, -3.40575], [-0.34143, 0.64791, -2.51335], [2.07537, 1.75771, -4.56165], [0.46897, 0.85491, -6.25895], [-1.66243, -0.17609, -5.46505], [-2.11513, -0.28179, -3.02335]], "forces_ev_per_angstrom": [[0.0, -0.3, 0.7], [-0.6, -0.4, 0.4], [0.0, 0.2, -0.2], [-0.4, -0.6, 0.6], [0.3, 0.4, -0.1], [0.0, -0.1, -0.1], [0.2, 0.3, 0.1], [-0.3, -0.8, -0.6], [0.4, 1.3, -0.3], [-0.1, 0.0, -0.6], [-0.1, 0.6, -0.2], [-0.2, 0.6, 0.6], [0.3, -0.4, -0.2], [-0.1, 0.1, -0.1], [0.3, -0.2, 0.0], [-0.7, 0.4, -0.4], [0.9, -1.1, 0.0], [0.4, -0.2, 0.1], [0.5, 0.1, 0.4], [-0.5, 0.1, -0.1], [0.1, -0.1, -0.1], [-0.3, 0.1, 0.0], [0.7, -0.5, -0.5], [-1.0, 0.4, -0.2], [0.1, 0.1, -0.1], [0.1, 0.1, 0.1], [0.1, 0.0, 0.0], [-0.1, 0.0, 0.1], [-0.1, -0.1, 0.1], [0.0, 0.1, 0.1], [0.0, 0.0, -0.1], [0.0, 0.0, 0.1], [0.0, -0.1, 0.1], [0.1, -0.1, -0.2], [0.0, 0.0, 0.1], [0.0, 0.0, 0.0], [-0.1, 0.0, -0.1], [0.1, 0.0, 0.0], [0.0, 0.1, 0.0], [-0.2, 0.0, 0.0], [0.0, -0.1, 0.1], [0.1, 0.0, 0.0], [0.0, 0.0, 0.0], [-0.1, 0.1, 0.0], [-0.1, 0.0, -0.3], [0.2, 0.1, -0.2], [0.1, 0.1, 0.3], [-0.1, 0.0, 0.0], [-0.1, 0.1, 0.2], [-0.3, -0.1, -0.6], [0.4, -0.1, 1.0], [0.0, 0.1, -0.1], [0.0, 0.0, 0.0], [-0.1, -0.1, -0.1], [0.1, -0.1, 0.0]], "multiplicity": 5, "charge": 3, "s2": 6.01, "lumo_energy_ev": [-8.58, -12.37]}



(2)
{"formula": "C24H24Cl5FeN4O6S", "method": "ωB97M-V with the def2-TZVPD basis set", "species": ["Fe", "O", "N", "N", "O", "C", "C", "C", "C", "C", "C", "H", "H", "H", "H", "H", "Cl", "C", "C", "C", "Cl", "C", "Cl", "C", "Cl", "C", "Cl", "O", "S", "C", "C", "C", "C", "H", "H", "H", "H", "H", "H", "H", "H", "C", "C", "C", "C", "C", "C", "O", "N", "C", "O", "N", "C", "O", "H", "H", "H", "H", "H", "H", "H", "H", "H", "H", "H"], "positions_angstrom": [[-0.53301, 1.01673, 0.93275], [-1.06306, 1.89479, -0.84392], [-0.48226, 1.44821, -1.88932], [0.13349, 0.34621, -1.71383], [0.12947, -0.29850, -0.57002], [0.86791, -0.19745, -2.81485], [0.69527, 0.30481, -4.10075], [1.43676, -0.23948, -5.13498], [2.34157, -1.26577, -4.89023], [2.49777, -1.75358, -3.60183], [1.75617, -1.22607, -2.55367], [-0.00254, 1.10868, -4.27771], [1.30762, 0.14438, -6.13854], [2.91924, -1.68448, -5.70390], [3.20282, -2.55025, -3.40432], [1.85968, -1.58656, -1.54019], [4.31642, 1.78756, 0.63745], [0.91062, -0.78174, 2.75903], [-0.15188, 0.20107, 2.69988], [-1.11664, -0.03196, 3.79025], [-2.19638, 1.26687, 4.16691], [-1.19369, -1.20538, 4.44434], [-2.40920, -1.47425, 5.63480], [-0.22978, -2.29076, 4.20412], [-0.47299, -3.81453, 4.97514], [0.84852, -2.05608, 3.44344], [2.11864, -3.19831, 3.22660], [-2.42919, 0.37363, 1.21452], [-3.48676, 0.63100, 0.12181], [-3.02694, -0.29025, -1.38416], [-4.30427, -0.94814, -1.92872], [-5.42782, -0.78080, -0.89135], [-4.76065, -0.60211, 0.46251], [-2.29895, -1.01735, -1.01825], [-2.53007, 0.39076, -2.06302], [-4.10641, -2.00524, -2.10449], [-4.59703, -0.51358, -2.88276], [-6.11475, -1.62605, -0.88175], [-6.02096, 0.10706, -1.12072], [-4.22386, -1.48982, 0.80184], [-5.41623, -0.24175, 1.25155], [3.94229, 2.10378, -3.24695], [5.41731, 1.74387, -3.40774], [5.93840, 0.85242, -2.33102], [7.29391, 0.95536, -1.73227], [7.74719, -0.30199, -0.99543], [4.84728, 3.41130, 0.08691], [5.02816, 4.34846, -0.54468], [4.67601, 1.61554, 2.08016], [2.44581, 1.86481, 0.83998], [1.28933, 0.38703, 3.33009], [1.30300, 1.87292, 0.78604], [4.61541, 0.98596, -0.43881], [4.94858, 0.28170, -1.50547], [3.60376, 2.71708, -4.08101], [3.76844, 2.66998, -2.32872], [3.32198, 1.20647, -3.21397], [6.03484, 2.65067, -3.42938], [5.57079, 1.27203, -4.38647], [7.31330, 1.81317, -1.03855], [7.99309, 1.21062, -2.53171], [7.14811, -0.47630, -0.10136], [8.78943, -0.21507, -0.69044], [7.65177, -1.18024, -1.63485], [5.51509, 1.75080, 2.61587]], "forces_ev_per_angstrom": [[-0.3, 0.0, 0.0], [0.0, 0.0, 0.2], [0.3, 0.1, -0.1], [-0.2, 0.0, 0.3], [0.0, 0.0, -0.3], [0.0, 0.0, -0.1], [0.0, 0.0, 0.0], [0.0, 0.0, 0.0], [0.0, 0.0, 0.0], [0.0, 0.0, 0.0], [0.0, 0.0, 0.0], [0.0, 0.0, 0.0], [0.0, 0.0, 0.0], [0.0, 0.0, 0.0], [0.0, 0.0, 0.0], [0.0, 0.0, 0.0], [-1.0, -1.3, 4.2], [0.1, 0.1, 0.1], [0.7, -0.2, 0.2], [-0.2, 0.1, -0.1], [0.0, 0.0, 0.0], [-0.1, 0.1, 0.0], [0.0, 0.0, 0.1], [0.1, -0.1, 0.0], [0.0, 0.0, 0.0], [-0.1, 0.1, -0.1], [0.0, 0.0, 0.0], [-0.2, 0.2, -0.8], [0.3, -0.3, 0.4], [0.0, -0.1, 0.3], [0.0, 0.0, -0.1], [-0.1, 0.0, 0.1], [0.1, 0.2, 0.0], [0.1, 0.0, -0.1], [-0.1, 0.0, -0.1], [0.0, 0.0, 0.0], [0.0, 0.0, 0.0], [0.0, 0.0, 0.0], [0.0, 0.0, 0.0], [0.0, 0.0, 0.0], [0.0, 0.0, 0.0], [-0.1, 0.0, -0.1], [0.1, 0.1, -0.1], [0.0, 0.2, 0.0], [-0.1, 0.0, 0.0], [0.0, -0.1, 0.0], [4.1, 4.5, 0.2], [-1.5, -0.3, -0.5], [-2.2, 0.6, 0.4], [-1.2, -0.2, 1.5], [-0.2, -0.1, -0.3], [-0.8, 0.0, 0.0], [1.8, -3.0, -4.6], [0.0, -0.7, 0.2], [0.0, 0.0, 0.0], [0.0, 0.0, -0.1], [0.0, 0.1, 0.0], [0.0, 0.0, 0.0], [0.0, 0.0, 0.0], [0.1, 0.0, 0.0], [0.0, 0.0, 0.0], [0.0, 0.0, 0.0], [0.0, 0.0, 0.0], [0.0, 0.0, 0.0], [0.8, 0.1, -0.8]], "multiplicity": 6, "charge": 0, "s2": 8.81, "lumo_energy_ev": [-0.54, -1.45]}



(3)
{"formula": "C24H24F4N3O6Ru", "method": "ωB97M-V with the def2-TZVPD basis set", "species": ["Ru", "C", "C", "N", "C", "C", "C", "C", "N", "C", "C", "F", "C", "F", "C", "C", "F", "C", "F", "H", "H", "H", "H", "H", "H", "H", "H", "H", "H", "H", "H", "H", "H", "H", "O", "C", "C", "C", "C", "O", "N", "H", "H", "H", "H", "O", "C", "O", "C", "C", "C", "C", "O", "C", "O", "C", "C", "H", "H", "H", "H", "H"], "positions_angstrom": [[0.86448, 0.64203, -0.58008], [-1.07201, 1.43003, 1.86254], [-1.68106, 2.30794, 0.77594], [-0.89222, 2.35081, -0.48793], [-1.75103, 2.21216, -1.68439], [-0.96862, 1.79338, -2.92034], [-0.09251, 3.58981, -0.56494], [1.06349, 3.52922, 0.41501], [1.81899, 2.31454, 0.12627], [3.11200, 2.23173, 0.61971], [4.11469, 1.62680, -0.14867], [3.80617, 1.17930, -1.37680], [5.40332, 1.47717, 0.31590], [6.31054, 0.88910, -0.47616], [5.77256, 1.92621, 1.56785], [4.79861, 2.52340, 2.34021], [5.10036, 2.95803, 3.57041], [3.50151, 2.66860, 1.88944], [2.58992, 3.20259, 2.71902], [-1.65126, 1.53141, 2.78173], [-0.04576, 1.71754, 2.09425], [-1.08640, 0.38063, 1.57203], [-1.80512, 3.32824, 1.15347], [-2.67988, 1.94464, 0.53761], [-2.30463, 3.14446, -1.85204], [-2.47515, 1.42834, -1.46833], [-0.06395, 2.38465, -3.06940], [-1.57932, 1.91283, -3.81502], [-0.68937, 0.73944, -2.85206], [-0.72978, 4.46072, -0.37188], [0.31025, 3.68384, -1.57247], [0.68178, 3.55316, 1.43808], [1.70111, 4.40971, 0.29450], [6.78166, 1.80673, 1.93311], [1.83414, -0.87781, -1.93066], [2.22101, -1.51165, -0.91738], [2.91614, -2.83966, -0.87925], [3.09847, -3.06808, 0.62172], [2.57862, -1.79057, 1.28386], [2.60837, -1.53069, 2.45796], [2.05008, -0.97002, 0.29272], [3.85422, -2.77199, -1.43156], [2.28048, -3.57590, -1.36770], [4.12829, -3.24439, 0.92645], [2.49412, -3.89576, 0.99225], [-0.21047, -2.64262, -0.60129], [-1.09379, -1.79860, -0.56570], [-0.91313, -0.50892, -0.62516], [-2.53089, -2.22154, -0.42802], [-3.53850, -1.29513, -0.21479], [-4.87320, -1.68179, -0.06189], [-5.13495, -3.02573, -0.13786], [-6.33930, -3.66017, -0.03481], [-6.06153, -5.05897, -0.11887], [-4.67254, -5.21542, -0.38769], [-4.12918, -3.95714, -0.34971], [-2.82035, -3.59301, -0.49634], [-3.27475, -0.24838, -0.14880], [-5.66181, -0.96226, 0.11026], [-6.64127, -5.49241, -0.93403], [-6.30610, -5.53308, 0.83433], [-2.02557, -4.30748, -0.65458]], "forces_ev_per_angstrom": [[-0.3, -0.3, -0.1], [0.0, 0.0, 0.0], [0.1, -0.1, 0.0], [0.1, 0.2, 0.0], [0.0, -0.1, 0.1], [0.0, 0.0, 0.0], [0.0, -0.1, 0.1], [-0.1, 0.0, -0.1], [-0.1, 0.2, 0.0], [0.2, -0.1, 0.0], [-0.1, 0.0, 0.0], [0.0, 0.0, 0.0], [0.1, 0.0, 0.0], [0.0, 0.0, 0.0], [0.0, 0.0, 0.0], [0.0, 0.0, 0.1], [0.0, 0.0, 0.0], [0.0, 0.0, 0.0], [0.0, 0.0, 0.0], [0.0, 0.0, 0.0], [0.0, 0.0, 0.0], [0.0, 0.0, 0.0], [0.0, 0.0, 0.0], [0.0, 0.0, 0.0], [0.0, 0.0, 0.0], [0.0, 0.0, 0.0], [0.0, 0.0, 0.0], [0.0, 0.0, 0.0], [0.0, 0.0, 0.0], [0.0, 0.0, 0.0], [0.0, 0.0, 0.0], [0.0, 0.0, 0.0], [0.0, 0.0, 0.0], [0.0, 0.0, 0.0], [0.0, 0.0, 0.0], [0.1, -0.1, 0.0], [0.0, 0.0, 0.0], [0.0, 0.0, 0.0], [-0.1, -0.1, 0.0], [0.0, 0.0, 0.0], [0.2, 0.2, 0.1], [0.0, 0.0, 0.0], [0.0, 0.0, 0.0], [0.0, 0.0, 0.0], [0.0, 0.0, 0.0], [-0.1, 0.1, 0.0], [0.0, -0.2, 0.0], [-0.1, 0.2, 0.0], [0.0, 0.0, 0.0], [0.0, 0.1, 0.0], [0.0, 0.0, 0.0], [0.1, 0.0, 0.0], [0.0, 0.0, 0.0], [0.0, 0.0, 0.0], [0.0, 0.0, 0.0], [-0.1, 0.0, 0.0], [0.0, 0.0, 0.0], [0.0, 0.0, 0.0], [0.0, 0.0, 0.0], [0.0, 0.0, 0.0], [0.0, 0.0, 0.0], [0.0, 0.0, 0.0]], "multiplicity": 6, "charge": 0, "s2": 8.76, "lumo_energy_ev": [0.60, -1.64]}



(4)
{"formula": "C24H24N2O7", "method": "ωB97M-V with the def2-TZVPD basis set", "species": ["O", "O", "O", "O", "O", "O", "O", "C", "C", "C", "C", "C", "C", "C", "C", "C", "C", "C", "C", "C", "C", "C", "C", "C", "C", "N", "N", "C", "C", "C", "C", "C", "C", "H", "H", "H", "H", "H", "H", "H", "H", "H", "H", "H", "H", "H", "H", "H", "H", "H", "H", "H", "H", "H", "H", "H", "H"], "positions_angstrom": [[0.76500, -1.17502, 2.25278], [5.10444, 0.49981, -2.04046], [0.00103, 3.08236, 1.06664], [4.39662, -1.87849, 0.28405], [0.61914, -3.16048, 1.19468], [-4.09697, -4.28993, 2.23531], [-1.76815, -4.39428, 2.19653], [0.07687, -2.06551, 1.77608], [4.20316, 1.30554, -1.86990], [-0.88706, 2.70367, 0.30958], [3.97827, -0.73706, 0.44870], [-1.39980, 0.55779, 1.44704], [-1.58175, 1.42542, 0.38192], [-3.91417, 0.49811, -2.54768], [-3.78197, 1.70138, -3.25102], [-4.23613, -1.85870, 1.92384], [-3.50300, -0.68622, 1.73393], [-3.22329, 0.30374, -1.34423], [-2.94690, 2.70879, -2.75770], [-3.55362, -3.06103, 2.05246], [-2.17476, -3.10961, 2.01183], [-2.09784, -0.71425, 1.65880], [-1.40246, -1.94688, 1.82136], [-2.41153, 1.32325, -0.82248], [-2.26921, 2.50883, -1.55234], [4.53614, 0.01757, 1.40314], [3.12918, 1.07934, -1.11374], [-2.96849, -5.17937, 2.28933], [4.26999, 2.65539, -2.54481], [-1.32205, 3.48679, -0.91613], [4.12235, 1.34680, 1.85647], [2.23282, -1.17425, -1.42356], [2.81719, -0.17361, -0.41383], [1.57960, -3.05536, 1.28331], [-0.66795, 0.84353, 2.19981], [-4.54317, -0.29455, -2.94325], [-4.31638, 1.84742, -4.18559], [-5.32026, -1.84497, 1.97495], [-4.02738, 0.26048, 1.63345], [-3.31229, -0.65312, -0.84385], [-2.82343, 3.63692, -3.30813], [5.30914, -0.42303, 1.87704], [2.46398, 1.82770, -1.02343], [-2.97682, -5.74380, 3.22686], [-3.01135, -5.89200, 1.45986], [5.14646, 2.67917, -3.19114], [4.35056, 3.43417, -1.78991], [3.37564, 2.80407, -3.14600], [-0.47099, 3.70826, -1.56458], [-1.82870, 4.41306, -0.63400], [3.03392, 1.43623, 1.85011], [4.47301, 1.50836, 2.87710], [4.55459, 2.11207, 1.20943], [1.91061, -2.07711, -0.90681], [2.99323, -1.44555, -2.15769], [1.37671, -0.73423, -1.93526], [2.01818, 0.05244, 0.29115]], "forces_ev_per_angstrom": [[-0.2, -0.8, -0.6], [-0.3, -0.3, 0.3], [-0.9, -0.4, -0.6], [-0.7, 0.1, -0.2], [-0.8, 0.6, 0.4], [0.6, -0.4, 0.1], [-0.2, -0.1, 0.0], [1.0, 1.3, 0.5], [1.5, -0.1, -1.0], [2.2, 1.4, 1.0], [0.4, -1.1, -1.0], [0.3, 1.6, -1.5], [-0.5, -2.5, 1.9], [0.4, 0.3, 0.3], [0.2, 0.1, 0.3], [0.0, -0.5, 0.1], [0.6, -0.5, 0.0], [-0.1, 0.0, -0.3], [-0.1, -0.5, 0.2], [-0.5, 1.4, -0.2], [0.2, 0.9, -0.2], [-0.5, -0.4, 0.1], [-0.8, -1.4, -0.3], [-0.4, 0.0, -0.7], [-0.5, 0.3, -1.0], [-0.3, 1.2, 0.7], [-0.9, -0.1, 1.2], [0.0, -0.4, 0.1], [-0.1, -0.1, 0.0], [-0.5, -0.6, 0.0], [0.1, -0.3, -0.4], [0.6, -0.2, 0.4], [-0.2, 0.1, -0.3], [0.1, 0.0, 0.0], [-0.1, 0.1, -0.2], [0.1, 0.1, 0.1], [0.1, 0.0, 0.1], [0.1, 0.0, 0.0], [0.2, -0.2, 0.0], [0.0, 0.1, 0.0], [0.0, -0.1, 0.1], [-0.1, -0.1, -0.1], [0.0, 0.0, 0.1], [0.0, 0.3, 0.0], [0.0, 0.3, -0.1], [-0.1, 0.0, 0.1], [-0.1, 0.2, 0.0], [-0.1, 0.2, 0.0], [0.0, 0.1, 0.2], [0.2, 0.0, 0.0], [0.1, 0.0, 0.0], [-0.1, -0.1, -0.1], [-0.1, 0.1, 0.1], [0.0, 0.0, -0.1], [-0.1, 0.0, 0.1], [0.0, 0.1, 0.1], [0.0, 0.3, 0.2]], "charge": 0, "smiles": "O=C1Cc2ccccc2/C1=C\\c1ccc2c(c1C(=O)O)OCO2.CNC(=O)[C@H](C)NC(C)=O", "lumo_energy_ev": -0.77}



| no. | M (g mol⁻¹) | largest force on an atom (eV/Å) |
| --- | --- | --- |
| 1 | 565.301 | 1.40 |
| 2 | 729.655 | 6.14 |
| 3 | 627.533 | 0.46 |
| 4 | 452.463 | 3.22 |